Molecular formula: C27H29F5N9O5ReS3
Method: DFT, ωB97M-V/def2-TZVPD

Results
Frontier orbital gap (spin up / spin down) = 0.136 / 0.131 hartree
Lowest unoccupied orbital energy (spin up / spin down) = -5.703 / -5.842 eV
Energy = -100331.217 eV
Max |F| = 0.008 Eh/bohr
⟨S²⟩ = 0.758
HOMO (spin up / spin down) = -9.40 / -9.40 eV

```
! wB97M-V def2-TZVPD RIJCOSX def2/J DEFGRID3
* xyz 1 2
Re 0.6495 -1.9393 1.0771
S -0.3589 -2.5739 2.9429
S -6.5206 1.3127 -2.6973
S -0.3598 -5.0598 0.6279
F 2.6276 -3.9571 2.1367
F 3.0487 -1.8499 2.5468
F 4.5257 -1.9589 0.4738
F 2.5716 -1.7497 -0.4723
F 3.5540 -3.7119 -0.3196
O -6.8385 2.4239 -3.5570
O -5.7490 1.6522 -1.5096
O -7.5669 0.3357 -2.4817
O 0.7120 -3.9863 0.3361
O -1.5061 1.2799 -0.0940
N -2.4421 -0.6879 3.4861
N 2.5145 4.2028 1.6696
N 0.9079 0.0310 1.6009
N 3.2300 5.3383 3.3498
N 2.1758 4.9244 2.7800
N -0.6475 -1.9773 -0.5105
N -5.3887 0.2263 -4.9758
N -4.4167 -0.2828 -2.8979
N 1.2820 2.1763 1.4631
C 3.3838 -2.5892 0.3331
C -1.1550 -1.8088 -2.8262
C 5.6934 5.0825 2.8592
C -3.4790 -0.9976 -3.5031
C -2.8782 -1.5460 -1.1838
C -5.3266 0.3344 -3.6420
C 3.8760 4.1394 1.5571
C 1.4982 3.5353 0.9370
C 1.0917 1.8975 2.8053
C 2.5448 -2.7168 1.6317
C -0.2675 -2.0337 -1.8039
C -4.4584 -0.5029 -5.5656
C -1.9458 -1.7792 -0.2077
C -2.6749 1.7332 0.6416
C 4.3283 4.8876 2.6370
C -3.4284 -1.1412 -4.8749
C 1.1829 1.0506 0.7611
C 0.4397 -6.2008 1.7340
C 1.3369 0.9819 -0.7119
C -1.5914 -1.4348 3.2771
C 4.7462 3.5368 0.6468
C -3.0459 3.1500 0.2829
C -2.4844 -1.4951 -2.5217
C 0.8808 0.5740 2.8892
C 6.5601 4.4948 1.9688
C -0.3493 -6.0237 -0.8612
C 6.0903 3.7328 0.8775
H 6.8103 3.2947 0.1999
H -0.2063 -7.0679 1.8631
H -4.5232 -0.5823 -6.6457
H -2.2201 -1.7748 0.8389
H 0.5705 4.0985 1.0328
H 1.7779 3.4593 -0.1111
H 1.4042 -6.4812 1.3141
H -3.9066 -1.3282 -0.9339
H -2.3989 1.6386 1.6932
H 4.3987 2.9618 -0.2013
H -0.7692 -5.4070 -1.6530
H -2.2501 3.8475 0.5561
H 1.0659 -0.0042 -1.0767
H -3.9603 3.4348 0.7990
H 0.7728 -2.2603 -1.9929
H 0.5672 -5.6946 2.6887
H 0.6748 -6.3130 -1.0922
H 0.7199 -0.0260 3.7634
H 2.3667 1.1913 -1.0068
H 1.1345 2.6686 3.5543
H -1.7044 1.4459 -1.0244
H -3.5226 1.0724 0.4437
H -3.2586 3.2357 -0.7832
H 0.6721 1.6986 -1.1875
H -0.7969 -1.8183 -3.8463
H 6.0397 5.6721 3.6958
H -2.6747 -1.7142 -5.3961
H 7.6259 4.6183 2.0978
H -0.9820 -6.8959 -0.7020
*
```